(1)
134
Properties=species:S:1:pos:R:3 method="wB97M-V/def2-TZVPD" gap_ev=9.062 e_above_lowest_ev=0.510
C 2.943 2.766 -2.463
N 2.341 3.310 -3.721
C 3.387 3.434 -4.728
P 1.156 4.463 -3.810
O 0.902 4.858 -5.202
N -0.018 3.742 -2.807
C -1.051 4.621 -2.293
C -0.403 2.378 -3.171
N 1.512 5.879 -3.020
C 0.941 7.162 -3.597
C 1.888 5.959 -1.610
H 2.254 2.357 -1.631
H 3.572 3.500 -1.997
H 3.556 1.872 -2.731
H 3.863 2.475 -4.902
H 4.207 4.014 -4.301
H 3.022 3.931 -5.655
H -1.267 4.180 -1.334
H -0.732 5.644 -2.275
H -1.977 4.615 -2.871
H -0.964 2.109 -4.042
H 0.539 1.805 -3.355
H -0.908 1.889 -2.294
H 1.568 8.002 -3.686
H 0.509 6.960 -4.566
H 0.227 7.423 -2.756
H 0.980 5.956 -0.958
H 2.547 6.811 -1.450
H 2.375 5.020 -1.341
C -4.063 2.388 -0.986
N -3.713 2.782 0.361
C -4.786 3.500 0.972
P -2.503 1.953 1.055
O -1.331 1.978 0.149
N -2.295 2.824 2.490
C -1.869 4.249 2.375
C -2.572 2.459 3.873
N -3.084 0.493 1.408
C -4.454 0.281 1.972
C -2.195 -0.669 1.694
H -4.442 3.232 -1.525
H -4.952 1.840 -1.116
H -3.247 1.901 -1.532
H -4.969 4.413 0.315
H -4.493 3.737 1.982
H -5.736 3.002 0.994
H -1.519 4.458 1.349
H -2.683 4.946 2.715
H -1.102 4.479 3.050
H -3.601 2.891 4.264
H -2.573 1.391 4.031
H -1.781 2.936 4.404
H -5.104 0.895 1.454
H -4.790 -0.746 1.848
H -4.462 0.620 3.027
H -1.982 -0.679 2.843
H -1.215 -0.544 1.154
H -2.661 -1.560 1.278
C 0.306 -5.467 -0.847
N 0.458 -5.542 0.626
C 1.253 -6.563 1.244
P -0.763 -4.768 1.508
O -0.867 -3.336 1.178
N -2.196 -5.602 1.133
C -2.259 -6.982 0.725
C -3.503 -4.851 0.748
N -0.474 -5.032 3.120
C -0.040 -3.852 3.891
C -1.451 -5.818 3.932
H 0.048 -6.477 -1.127
H 1.189 -5.234 -1.373
H -0.469 -4.774 -1.139
H 2.332 -6.304 1.093
H 0.945 -7.559 0.936
H 1.133 -6.494 2.288
H -3.092 -7.492 1.259
H -2.593 -7.035 -0.353
H -1.377 -7.562 1.021
H -3.593 -4.799 -0.366
H -4.451 -5.304 1.120
H -3.364 -3.838 1.049
H 0.408 -4.233 4.755
H 0.564 -3.172 3.294
H -0.912 -3.212 4.250
H -0.984 -6.281 4.741
H -1.994 -6.633 3.471
H -2.204 -5.090 4.356
C 1.267 2.361 2.628
N 1.878 1.441 3.561
C 0.987 0.962 4.646
P 3.124 0.351 3.181
O 3.906 -0.060 4.413
N 2.488 -0.943 2.391
C 3.111 -2.285 2.517
C 1.638 -0.767 1.230
N 4.062 1.174 2.038
C 4.853 2.360 2.496
C 4.504 0.706 0.755
H 1.048 3.305 3.035
H 0.368 1.945 2.160
H 2.003 2.535 1.782
H 0.085 0.618 4.140
H 0.752 1.772 5.319
H 1.512 0.182 5.236
H 4.146 -2.427 2.212
H 2.994 -2.588 3.582
H 2.408 -2.994 1.989
H 1.475 0.269 1.074
H 2.221 -1.141 0.381
H 0.716 -1.283 1.382
H 5.885 2.253 2.148
H 4.443 3.307 2.094
H 4.856 2.428 3.602
H 5.579 0.475 0.751
H 4.410 1.510 0.062
H 4.002 -0.240 0.510
C 2.025 -0.162 -6.127
C 0.840 -0.853 -5.649
N -0.147 -1.311 -5.257
H 1.855 0.944 -5.982
H 2.194 -0.432 -7.221
H 2.883 -0.482 -5.494
C -0.642 -5.002 -4.755
C -1.886 -5.206 -4.015
N -2.758 -5.278 -3.269
H -0.559 -5.796 -5.551
H 0.115 -5.113 -4.006
H -0.567 -4.123 -5.375
C -0.142 -1.264 -1.969
C 0.898 -2.250 -2.314
N 1.684 -3.032 -2.621
H -1.056 -1.799 -2.072
H -0.258 -0.371 -2.554
H -0.042 -0.970 -0.952


(2)
135
Properties=species:S:1:pos:R:3 method="wB97M-V/def2-TZVPD" gap_ev=7.077 e_above_lowest_ev=2.873
C 4.295 2.217 3.180
C 3.899 1.963 2.046
C 3.301 1.170 0.853
C 4.130 0.550 -0.256
C 3.455 -0.225 -1.355
P 4.628 -0.939 -2.644
O 4.809 -0.002 -3.799
O 4.187 -2.459 -3.171
O 6.157 -1.063 -1.870
C 1.927 -0.411 -1.411
N 1.416 -1.167 -2.482
C 0.042 -1.193 -2.392
C -0.814 -0.529 -1.322
C -2.385 -0.618 -1.384
C -2.994 -1.252 -0.267
N -0.278 0.166 -0.262
C 1.129 0.225 -0.317
C 1.828 1.005 0.797
H 4.660 2.442 4.221
H 5.246 0.666 -0.264
H 3.797 -2.960 -2.414
H 5.944 -1.408 -0.952
H -0.509 -1.755 -3.211
H -2.978 -0.174 -2.246
H -2.789 -2.354 -0.045
H -3.657 -0.665 0.450
H 1.182 1.483 1.595
C -3.273 -0.478 2.950
O -2.147 0.379 2.800
H -3.476 -0.609 4.011
H -4.146 -0.028 2.468
H -3.059 -1.451 2.500
H -1.986 0.479 1.851
C 0.205 -4.217 0.215
O -1.089 -3.702 -0.068
H 0.582 -3.740 1.120
H 0.148 -5.297 0.374
H 0.881 -3.999 -0.617
H -1.398 -4.141 -0.870
C -5.006 -2.295 6.726
O -4.937 -1.404 5.618
H -5.017 -3.319 6.353
H -4.134 -2.152 7.366
H -5.921 -2.107 7.293
H -4.929 -0.507 5.975
C -3.978 -0.970 10.777
O -3.551 -1.018 9.422
H -4.547 -1.873 10.996
H -3.109 -0.922 11.438
H -4.614 -0.096 10.934
H -3.050 -0.211 9.252
C 3.835 1.443 7.179
O 4.445 2.263 6.193
H 3.376 0.589 6.683
H 4.587 1.089 7.889
H 3.067 2.015 7.704
H 4.845 3.014 6.650
C -3.260 1.331 -5.040
O -3.626 0.295 -4.137
H -2.679 2.081 -4.501
H -2.653 0.916 -5.848
H -4.159 1.795 -5.448
H -4.137 -0.352 -4.639
C 8.329 -1.916 1.055
O 7.281 -2.390 0.205
H 8.067 -2.123 2.087
H 9.261 -2.429 0.808
H 8.449 -0.839 0.922
H 7.541 -2.193 -0.706
C 0.468 0.487 6.054
O -0.824 0.982 5.744
H 0.812 0.951 6.978
H 0.424 -0.598 6.190
H 1.161 0.735 5.245
H -1.094 0.550 4.922
C -2.559 -0.635 -8.679
O -3.763 0.115 -8.649
H -1.907 -0.286 -7.878
H -2.782 -1.695 -8.528
H -2.060 -0.490 -9.640
H -4.321 -0.215 -9.368
C -7.645 1.737 -4.695
O -6.386 1.096 -4.524
H -8.173 1.263 -5.522
H -8.237 1.633 -3.781
H -7.493 2.794 -4.921
H -5.941 1.533 -3.788
C 9.501 1.984 2.900
O 8.414 1.210 2.411
H 10.198 1.323 3.415
H 10.014 2.471 2.067
H 9.133 2.737 3.601
H 7.813 1.816 1.960
C 1.698 1.841 -5.132
O 1.045 2.478 -4.039
H 1.828 2.566 -5.934
H 2.677 1.475 -4.813
H 1.086 1.009 -5.491
H 0.943 1.816 -3.344
C -7.899 6.037 -4.180
O -7.587 5.001 -5.105
H -8.068 5.594 -3.200
H -7.065 6.741 -4.120
H -8.803 6.556 -4.501
H -7.443 5.419 -5.963
C 5.310 -3.892 3.270
O 6.443 -3.060 3.064
H 5.151 -4.014 4.341
H 4.428 -3.425 2.823
H 5.487 -4.870 2.816
H 6.557 -2.971 2.110
C 4.700 -5.503 0.076
O 5.304 -4.706 -0.932
H 4.216 -6.359 -0.393
H 5.467 -5.856 0.770
H 3.953 -4.912 0.613
H 5.725 -3.955 -0.494
C 7.851 1.988 7.555
O 7.167 2.599 8.643
H 7.979 2.724 6.762
H 8.832 1.637 7.884
H 7.262 1.148 7.177
H 7.066 1.929 9.330
C -4.252 -2.030 -12.509
O -4.902 -1.395 -11.415
H -4.117 -1.302 -13.307
H -3.275 -2.405 -12.192
H -4.866 -2.857 -12.874
H -5.010 -2.060 -10.724
C -11.810 5.198 -4.523
O -10.929 5.678 -3.516
H -11.245 5.057 -5.444
H -12.240 4.242 -4.214
H -12.607 5.926 -4.696
H -11.451 5.795 -2.713